# C5H27NO8

A cluster of 9 separate species, C5H27NO8 in total in a non-equilibrium geometry (ωB97M-V with the def2-TZVPD basis set, OMol25).

Last columns: bonded neighbours and bond lengths (Å).
Geometry (Å):
1 C 1.702 2.112 2.083  C2 1.519, H7 1.068, H8 1.109, H9 1.083
2 C 1.526 1.918 0.588  C1 1.519, C3 1.575, H10 1.114, H11 1.104
3 C 1.074 0.435 0.308  C2 1.575, C4 1.497, H12 1.109, H13 1.119
4 C 2.220 -0.496 0.552  C3 1.497, C5 1.342, H14 1.084
5 C 2.551 -1.572 -0.177  C4 1.342, N6 1.413, H15 1.071
6 N 3.096 -2.704 0.470  C5 1.413, H16 1.007, H17 1.011
7 H 2.560 1.586 2.445  C1 1.068
8 H 0.825 1.654 2.584  C1 1.109
9 H 1.512 3.130 2.400  C1 1.083
10 H 0.784 2.559 0.058  C2 1.114
11 H 2.422 2.187 0.002  C2 1.104
12 H 0.287 0.207 1.055  C3 1.109
13 H 0.637 0.335 -0.717  C3 1.119
14 H 2.627 -0.440 1.555  C4 1.084
15 H 2.425 -1.574 -1.240  C5 1.071
16 H 3.471 -2.527 1.388  N6 1.007
17 H 3.718 -3.149 -0.192  N6 1.011
18 O -1.837 -2.445 2.695  H19 0.964, H20 0.974
19 H -1.785 -3.091 1.982  O18 0.964
20 H -1.077 -2.722 3.237  O18 0.974
21 O -1.552 3.472 -1.539  H22 0.960, H23 0.966
22 H -2.228 2.842 -1.799  O21 0.960
23 H -1.861 3.640 -0.639  O21 0.966
24 O 0.948 1.448 -3.309  H25 0.967, H26 0.964
25 H 0.420 2.103 -2.831  O24 0.967
26 H 1.555 1.121 -2.637  O24 0.964
27 O -2.549 0.205 2.355  H28 0.960, H29 0.978
28 H -2.001 0.717 2.954  O27 0.960
29 H -2.413 -0.746 2.535  O27 0.978
30 O -2.618 0.280 -2.317  H31 0.957, H32 0.951
31 H -3.222 -0.384 -1.984  O30 0.957
32 H -2.814 1.184 -2.097  O30 0.951
33 O -2.903 1.814 0.158  H34 0.972, H35 0.972
34 H -3.488 1.234 0.672  O33 0.972
35 H -2.249 1.106 0.030  O33 0.972
36 O -0.121 -1.028 -2.815  H37 0.978, H38 0.968
37 H 0.116 -0.253 -3.361  O36 0.978
38 H -1.083 -0.925 -2.796  O36 0.968
39 O 0.673 -3.425 1.715  H40 0.957, H41 0.987
40 H -0.016 -3.309 1.061  O39 0.957
41 H 1.552 -3.360 1.270  O39 0.987

Results
HOMO energy	-8.2998	eV
relative energy (zero: lowest compared OMol25 entry of this formula, charge and spin)	1.846	eV
gap between HOMO and LUMO	8.53	eV
structure (SMILES)	CCC/C=C/N.O.O.O.O.O.O.O.O
lowest unoccupied orbital energy	0.2	eV